Record 1
Entry from the OMol25 dataset: a cluster of 2 separate species, C22H43BN2O4Si in total (ωB97M-V/def2-TZVPD).

Results
**HOMO-LUMO gap**: 0.156 Ha
**Energy**: -43233.537 eV
**Charge**: 0
**E_LUMO**: -0.91 eV
**Maximum force**: 1.1 eV/Å

The geometry in XYZ format:
```
73
Properties=species:S:1:pos:R:3:forces:R:3
C 1.192 -2.243 -0.399 0.747 0.477 0.044
Si 1.163 -1.173 -1.984 -0.633 -0.264 -0.189
C 2.645 -1.600 -3.092 -0.100 0.448 0.686
C 1.373 0.645 -1.438 0.153 -0.675 -0.107
B -0.516 -1.239 -3.076 -0.083 -0.300 -0.850
O -1.213 -2.563 -3.201 0.070 -0.035 0.133
C -2.472 -2.115 -3.630 0.362 0.093 0.175
C -2.775 -1.047 -2.586 -0.059 -0.030 -0.757
C -4.069 -0.262 -2.840 0.425 -0.200 0.437
C -5.019 -0.329 -1.633 0.036 0.577 -0.137
C -5.928 -1.523 -1.677 -0.127 0.079 0.546
O -6.755 -1.633 -2.531 -0.481 -0.281 -0.797
N -5.801 -2.522 -0.659 1.048 0.051 -0.220
C -5.003 -3.637 -1.121 -0.266 -0.171 0.251
C -5.338 -4.329 -2.278 0.010 -0.288 -0.253
C -4.551 -5.388 -2.726 0.273 0.324 0.441
C -3.412 -5.761 -2.019 -0.429 0.308 0.054
C -3.100 -5.081 -0.849 0.037 -0.029 0.001
C -3.883 -4.028 -0.390 -0.066 -0.347 -0.412
O -1.609 -0.265 -2.671 0.055 0.167 0.472
H 0.219 -2.269 0.085 -0.168 -0.072 0.002
H 1.542 -3.254 -0.593 -0.194 -0.229 -0.113
H 1.921 -1.819 0.303 -0.003 0.006 0.162
H 2.664 -0.856 -3.884 0.013 0.043 -0.190
H 3.574 -1.511 -2.524 0.225 -0.217 -0.117
H 2.542 -2.581 -3.542 0.076 -0.181 -0.005
H 2.344 0.784 -0.957 0.028 0.314 0.145
H 0.536 0.878 -0.782 0.008 0.171 0.201
H 1.279 1.241 -2.340 0.092 0.262 -0.056
H -0.127 -0.966 -4.240 0.086 0.364 0.121
H -2.313 -1.573 -4.576 -0.411 0.042 -0.213
H -3.214 -2.896 -3.792 0.018 -0.297 0.349
H -2.796 -1.527 -1.598 -0.291 -0.187 0.132
H -4.569 -0.651 -3.722 -0.165 0.041 -0.159
H -3.810 0.776 -3.028 0.065 0.122 -0.046
H -4.420 -0.280 -0.727 0.005 -0.032 0.209
H -5.662 0.549 -1.667 -0.192 0.057 0.096
H -5.272 -2.104 0.098 -0.075 -0.060 0.103
H -6.204 -4.039 -2.852 -0.115 0.115 0.053
H -4.812 -5.897 -3.639 -0.083 -0.060 -0.125
H -2.783 -6.557 -2.378 0.116 -0.114 -0.017
H -2.215 -5.364 -0.297 0.068 0.032 0.073
H -3.609 -3.516 0.521 0.011 0.138 0.071
C 4.859 1.961 1.713 0.009 0.160 -0.182
C 4.349 2.561 3.008 0.197 -0.234 0.081
N 3.586 3.859 2.854 0.109 0.176 -0.045
C 4.491 4.861 2.202 -0.060 -0.046 -0.010
C 3.281 4.434 4.219 -0.127 -0.156 0.200
C 2.364 3.635 5.131 -0.131 0.075 0.011
C 2.370 3.760 1.954 -0.031 -0.013 -0.092
C 1.333 2.694 2.230 -0.144 -0.253 -0.071
O 1.913 1.424 2.105 0.032 -0.029 0.160
C 1.174 0.390 2.748 0.066 -0.104 -0.059
H 5.632 2.574 1.250 0.033 -0.022 0.033
H 5.311 0.997 1.940 -0.035 -0.021 0.049
H 4.066 1.783 0.991 -0.042 -0.076 0.060
H 5.186 2.794 3.669 -0.033 0.106 0.004
H 3.704 1.860 3.523 -0.101 0.016 -0.087
H 5.414 4.918 2.774 0.019 0.023 -0.015
H 3.989 5.825 2.198 0.019 0.020 -0.008
H 4.695 4.553 1.183 0.040 -0.005 -0.003
H 2.861 5.423 4.046 0.041 0.027 -0.032
H 4.252 4.557 4.696 0.039 0.036 -0.067
H 1.316 3.827 4.920 -0.009 -0.078 -0.051
H 2.532 3.966 6.155 0.089 0.010 -0.017
H 2.544 2.563 5.103 0.017 -0.005 -0.003
H 2.764 3.602 0.952 -0.049 -0.017 -0.031
H 1.899 4.743 1.985 0.002 0.017 -0.019
H 0.562 2.817 1.458 -0.003 0.133 0.006
H 0.835 2.814 3.193 0.084 0.041 0.074
H 0.104 0.603 2.751 -0.015 -0.012 -0.058
H 1.524 0.263 3.780 -0.086 0.045 0.017
H 1.347 -0.533 2.199 -0.011 0.024 -0.041
```
Forces are in eV/Å.


Record 2
Entry from the OMol25 dataset: a structure of composition C22H43BN7O5P2PbS2 (ωB97M-V/def2-TZVPD).

Results
**HOMO-LUMO gap**: 0.284 Ha
**Energy**: -90345.256 eV
**Charge**: +1
**E_LUMO**: -2.46 eV
**Maximum force**: 1.1 eV/Å

The geometry in XYZ format:
```
83
Properties=species:S:1:pos:R:3:forces:R:3
Pb 0.679 -1.042 0.447 -0.024 -0.270 0.269
B 3.418 -0.933 3.247 0.041 0.215 0.091
N 1.915 -1.156 3.647 -0.092 -0.082 0.104
C 1.537 -1.136 4.930 -0.138 -0.054 0.056
C 0.168 -1.341 5.002 -0.027 0.007 -0.015
C -0.224 -1.474 3.676 0.110 -0.002 -0.028
N 0.840 -1.361 2.869 0.206 -0.086 0.189
N 3.820 -1.115 1.740 0.065 -0.158 -0.078
C 5.113 -1.162 1.395 0.061 -0.114 -0.159
C 5.218 -1.169 0.014 -0.016 0.006 -0.006
C 3.901 -1.120 -0.423 -0.046 -0.029 0.102
N 3.068 -1.088 0.625 0.211 0.167 0.158
H 4.053 -1.750 3.862 0.107 0.005 0.053
H 3.696 0.197 3.555 0.036 0.073 0.057
H 2.252 -0.977 5.720 0.074 -0.021 -0.050
H -0.446 -1.398 5.883 0.016 0.026 0.021
H -1.203 -1.653 3.256 -0.009 -0.016 0.003
H 5.887 -1.187 2.144 -0.055 -0.001 0.070
H 6.113 -1.215 -0.580 0.017 0.027 0.011
H 3.504 -1.110 -1.426 0.010 -0.046 -0.024
C 1.276 -2.231 -3.616 -0.103 0.083 0.224
P 0.256 -1.156 -2.532 -0.162 -0.051 -1.089
C 0.282 0.427 -3.464 0.026 -0.121 0.166
C -1.452 -1.763 -2.931 0.128 0.129 0.267
C -2.525 -1.009 -2.136 0.194 -0.057 0.133
P -2.313 -1.251 -0.309 -1.084 -0.020 -0.296
C -3.913 -0.589 0.325 0.205 0.002 -0.042
C -2.717 -3.037 -0.141 0.197 0.110 0.010
H 0.861 -2.302 -4.622 0.007 0.001 -0.018
H 1.342 -3.224 -3.171 0.015 -0.027 -0.056
H 2.282 -1.813 -3.673 0.020 -0.042 -0.040
H -0.189 0.313 -4.442 0.025 0.028 -0.006
H 1.318 0.742 -3.601 -0.007 0.033 -0.001
H -0.232 1.197 -2.892 -0.066 0.100 -0.025
H -1.481 -2.831 -2.697 -0.019 -0.011 -0.053
H -1.617 -1.651 -4.006 0.014 -0.027 -0.002
H -3.527 -1.330 -2.433 0.007 0.013 -0.001
H -2.439 0.066 -2.317 -0.101 0.011 -0.027
H -4.760 -1.107 -0.128 -0.008 0.031 -0.043
H -3.999 0.480 0.132 0.017 0.018 0.001
H -3.944 -0.760 1.403 -0.049 0.075 0.010
H -3.578 -3.308 -0.754 -0.019 0.003 0.005
H -2.954 -3.225 0.908 0.006 -0.075 -0.009
H -1.857 -3.647 -0.410 0.009 -0.060 -0.012
C -3.510 4.112 -3.632 0.141 -0.043 0.021
C -3.502 4.588 -2.184 0.346 -0.232 0.155
S -1.962 4.039 -1.435 -0.100 -0.100 0.333
O -0.841 4.618 -2.119 0.142 0.328 -0.017
O -2.011 2.593 -1.340 -0.109 -0.080 0.140
C -2.029 4.695 0.260 0.270 -0.414 -0.395
C -0.651 4.741 0.955 -0.096 0.068 -0.261
N 0.216 3.583 0.701 -0.043 0.205 -0.223
C -0.043 2.311 1.076 0.158 0.023 -0.039
N 0.837 1.474 0.551 -0.065 0.356 0.305
C 1.700 2.211 -0.194 0.039 0.259 -0.150
C 1.335 3.520 -0.122 -0.199 -0.436 0.024
N 2.015 4.619 -0.742 0.103 0.251 0.026
O 2.808 4.327 -1.610 -0.061 -0.023 0.031
O 1.793 5.749 -0.340 -0.082 -0.164 -0.027
C -1.163 1.912 1.962 -0.091 -0.048 -0.125
H -4.513 4.172 -4.048 -0.017 0.030 0.037
H -3.173 3.076 -3.677 -0.103 -0.008 -0.100
H -2.839 4.718 -4.237 -0.001 -0.013 -0.006
H -4.279 4.110 -1.587 -0.081 0.097 -0.009
H -3.556 5.672 -2.095 -0.008 0.008 0.048
H -2.730 4.052 0.790 -0.085 0.058 -0.016
H -2.435 5.702 0.170 0.032 0.043 0.176
H -0.806 4.822 2.030 0.018 0.053 -0.021
H -0.097 5.608 0.618 0.006 0.061 0.044
H 2.535 1.771 -0.714 0.039 0.086 -0.009
H -1.496 2.742 2.581 -0.023 -0.053 0.049
H -0.846 1.092 2.605 0.048 0.036 0.051
H -2.000 1.556 1.356 -0.057 0.060 0.004
C 0.561 -6.161 0.703 -0.098 0.235 0.184
S 0.631 -4.516 1.463 0.509 -0.712 -0.125
C 2.360 -4.576 1.981 -0.257 0.113 0.040
O 0.595 -3.583 0.275 -0.012 0.048 -0.161
H 1.355 -6.251 -0.035 0.062 0.069 0.031
H -0.406 -6.249 0.211 -0.034 0.041 0.051
H 0.648 -6.926 1.473 0.029 0.023 0.033
H 2.998 -4.835 1.138 -0.083 -0.008 -0.083
H 2.459 -5.303 2.785 -0.020 -0.009 0.015
H 2.615 -3.583 2.350 -0.016 -0.002 0.045
```
Forces are in eV/Å.


Record 3
Entry from the OMol25 dataset: a structure of composition C22H43Br20FNO4S (ωB97M-V/def2-TZVPD).

Results
**HOMO-LUMO gap**: 0.210 Ha
**Energy**: -1447592.633 eV
**Charge**: -1
**E_LUMO**: 1.32 eV
**Maximum force**: 7.4 eV/Å

The geometry in XYZ format:
```
92
Properties=species:S:1:pos:R:3:forces:R:3
O 3.605 -4.476 0.501 0.067 0.231 -0.317
C 3.927 -3.608 -0.255 0.363 -0.442 0.212
O 5.205 -3.648 -0.839 -0.247 0.180 -0.300
C 3.112 -2.393 -0.648 0.285 -0.013 0.309
N 1.961 -2.675 -1.499 -0.931 -2.865 3.321
S 0.815 -3.723 -0.628 -0.674 2.305 1.234
O -0.569 -3.465 -1.036 0.761 -1.209 0.457
O 0.895 -3.600 0.782 1.246 -0.724 1.375
F 1.039 -5.286 -0.969 0.387 0.111 0.446
H 5.174 -4.274 -1.579 -0.044 0.337 0.284
H 2.881 -1.823 0.263 -0.198 -0.146 0.142
H 3.759 -1.756 -1.245 -0.030 0.081 -0.174
Br 1.943 2.315 0.296 0.034 -0.081 -0.144
C 0.194 1.903 -0.470 -0.126 0.128 0.220
C -0.410 0.671 0.141 0.010 -0.600 -0.181
Br 0.403 -0.979 -0.554 -0.424 3.438 0.270
H 0.333 1.818 -1.542 0.034 -0.082 -0.014
H -0.413 2.779 -0.253 0.025 0.028 -0.021
H -1.464 0.605 -0.123 -0.025 0.148 0.040
H -0.309 0.647 1.222 -0.020 0.116 0.011
Br -1.036 5.178 -2.031 0.007 -0.004 0.031
C 0.456 5.151 -3.284 -0.097 0.129 0.023
C 0.059 4.546 -4.604 0.117 -0.232 -0.071
Br -0.064 2.610 -4.506 -0.068 0.021 0.023
H 1.264 4.618 -2.794 -0.001 -0.043 -0.008
H 0.738 6.194 -3.415 0.016 -0.003 -0.023
H 0.822 4.746 -5.353 0.028 0.058 0.034
H -0.901 4.904 -4.959 -0.006 0.061 0.037
Br -4.212 1.497 0.595 -0.006 -0.007 -0.027
C -5.076 -0.114 1.263 -0.064 0.200 0.114
C -4.196 -0.874 2.221 0.176 -0.402 -0.121
Br -2.799 -1.882 1.316 0.019 0.169 -0.020
H -5.358 -0.703 0.397 0.057 -0.044 -0.006
H -5.972 0.239 1.769 -0.010 -0.036 0.017
H -4.783 -1.623 2.750 -0.086 0.079 0.030
H -3.703 -0.226 2.939 -0.065 0.074 -0.002
Br -6.813 5.356 1.654 0.025 -0.049 -0.039
C -5.336 4.687 2.731 -0.183 0.054 0.102
C -4.201 5.672 2.795 0.252 -0.138 0.001
Br -3.171 5.680 1.152 -0.031 0.177 -0.172
H -5.040 3.734 2.303 0.056 0.021 -0.029
H -5.756 4.526 3.722 0.032 0.028 0.025
H -3.494 5.385 3.573 -0.014 -0.067 -0.004
H -4.532 6.691 2.966 -0.068 -0.007 -0.002
Br 0.670 -3.722 -3.148 -0.622 -0.439 -7.349
C 0.268 -4.043 -5.057 -0.091 -0.164 0.642
C 0.881 -5.343 -5.495 -0.089 0.075 -0.321
Br 2.815 -5.174 -5.738 0.017 0.188 -0.086
H 0.629 -3.181 -5.611 0.083 -0.038 -0.026
H -0.817 -4.091 -5.139 0.015 -0.093 -0.108
H 0.496 -5.660 -6.465 0.076 -0.047 0.002
H 0.729 -6.127 -4.754 0.186 0.462 -0.452
Br 0.078 -7.887 -3.422 -0.233 -0.491 0.401
C -1.538 -7.232 -2.562 0.144 -0.006 0.079
C -2.753 -7.424 -3.429 -0.107 0.126 0.037
Br -2.851 -6.125 -4.871 0.012 -0.070 -0.077
H -1.348 -6.193 -2.300 -0.006 0.023 -0.042
H -1.636 -7.821 -1.653 -0.015 0.007 0.013
H -3.658 -7.269 -2.847 0.026 0.011 0.049
H -2.784 -8.404 -3.895 0.037 -0.026 0.019
Br -1.062 3.152 2.617 -0.080 0.060 0.220
C -0.895 1.908 4.104 -0.157 0.102 -0.129
C 0.264 2.256 4.996 0.197 -0.286 -0.052
Br 1.958 1.728 4.203 -0.012 0.088 0.032
H -0.815 0.912 3.676 0.068 -0.006 0.003
H -1.832 1.993 4.649 0.024 -0.018 0.060
H 0.202 1.705 5.932 -0.087 0.013 0.011
H 0.330 3.316 5.209 -0.077 0.029 -0.029
Br 3.586 9.302 0.589 0.033 -0.006 -0.068
C 2.103 8.544 -0.420 -0.049 0.154 0.199
C 1.750 7.161 0.054 0.013 -0.215 -0.198
Br 3.023 5.831 -0.571 0.039 0.137 0.036
H 2.392 8.569 -1.465 0.013 -0.054 -0.012
H 1.271 9.225 -0.257 -0.029 -0.029 0.009
H 0.791 6.852 -0.358 -0.027 0.039 0.008
H 1.720 7.079 1.136 0.002 0.054 0.019
Br -2.411 3.796 7.067 0.027 -0.052 0.003
C -1.579 4.032 8.810 -0.203 0.126 -0.080
C -0.354 4.901 8.724 0.260 -0.110 0.097
Br 1.163 3.939 7.980 -0.002 0.083 0.032
H -1.365 3.040 9.195 0.057 -0.006 -0.006
H -2.339 4.504 9.428 0.020 0.029 0.012
H -0.036 5.209 9.718 -0.063 -0.008 0.030
H -0.504 5.779 8.105 -0.063 -0.002 -0.013
Br 3.450 -8.470 -4.505 -0.002 -0.228 0.076
C 5.349 -8.131 -4.676 -0.186 -0.090 0.041
C 6.014 -8.025 -3.327 0.191 0.217 -0.041
Br 5.683 -6.338 -2.414 0.039 -0.518 -0.148
H 5.454 -7.237 -5.284 0.029 0.068 0.084
H 5.750 -8.986 -5.216 0.044 0.003 0.012
H 7.095 -8.070 -3.437 0.002 -0.031 -0.035
H 5.685 -8.801 -2.644 -0.033 -0.038 -0.033
```
Forces are in eV/Å.


- Number 1 is which compound?
  C22H43BN2O4Si